The following is a quantum chemistry calculation of a structure of composition C20H18BBrF9IrN7O2P, from the OMol25 dataset.

XYZ file:
```
60
Properties=species:S:1:pos:R:3:forces:R:3:mulliken_charge:R:1
Br 2.973137 0.175041 2.557115 0.24 0.27 -0.17 -0.08
F -0.839963 -1.158259 -2.835339 -0.13 -0.15 -0.04 -0.47
H 1.376577 4.892771 -0.151676 -0.01 0.00 0.00 0.35
F -3.707131 -3.564117 0.717634 0.01 0.04 -0.03 -0.27
C -4.000529 2.906981 0.532876 -0.01 -0.01 0.00 -0.82
F -2.240440 -3.208408 -1.661438 0.02 -0.02 -0.06 -0.26
C 0.334465 -2.004693 1.996595 -0.24 -0.10 0.06 -0.57
P -1.004202 1.637624 1.286218 -0.08 0.01 0.00 -0.79
C -0.324622 0.670534 4.326975 0.02 -0.03 -0.03 -0.91
H -0.060466 0.132382 5.232151 0.00 0.00 0.00 0.34
F -1.250121 -3.654198 0.232200 0.09 0.03 0.02 -0.26
Ir -0.493243 -1.118985 -0.819942 -0.61 -0.58 -0.42 3.17
N 0.999202 2.854516 -0.287483 0.07 -0.08 -0.01 0.22
N -2.103923 0.145426 -0.775314 0.19 0.20 0.27 0.40
H 0.645623 -1.946383 4.194224 0.01 0.00 -0.01 0.47
C 1.793494 2.563655 -1.364364 -0.04 0.04 0.05 -1.05
O 0.630818 -2.649845 -1.245653 0.36 0.90 0.13 -0.34
N -3.397962 1.803263 -0.208477 0.05 -0.01 0.05 0.21
C 5.185317 -1.345910 -0.577861 0.04 0.03 0.03 -0.39
C 0.236046 1.771629 -0.039784 0.12 0.06 0.20 0.18
H -4.484464 3.576851 -0.172040 0.01 0.00 0.00 0.36
H 0.340149 1.524814 4.214946 0.01 0.01 0.00 0.36
H 1.848654 0.723758 -2.591871 0.02 0.17 0.21 0.72
C 2.941308 -2.102446 -0.748043 0.04 0.00 -0.03 0.74
C -1.866226 -2.683985 -0.483885 -0.32 0.10 0.00 0.32
N -0.176049 -1.045917 1.173044 -0.07 0.01 -0.14 -0.03
H 1.816401 3.961462 1.295303 -0.02 0.02 -0.01 0.30
C -3.186923 -2.415631 0.306050 0.06 0.02 0.05 0.61
H -1.354945 1.009057 4.405204 0.00 0.01 0.00 0.34
C 0.331353 -1.507505 3.263953 -0.22 -0.07 -0.02 -0.91
N 0.510087 0.819700 -0.924208 0.12 -0.33 -0.05 0.12
O 2.249496 -3.982779 -1.971352 -0.13 0.05 -0.03 -0.58
F -0.481547 0.923023 -3.808487 0.02 0.05 -0.05 -0.36
N 2.572332 -1.414400 0.327938 0.14 0.19 0.05 0.35
C 1.476190 1.300758 -1.762026 0.26 0.04 0.06 -0.78
B -0.092825 -0.376378 -4.019405 -0.34 -0.12 0.17 0.26
H 0.650472 -2.963151 1.628466 -0.02 0.02 0.03 0.57
C -3.896025 1.276165 -1.372372 -0.01 -0.02 -0.05 -0.73
H -3.229995 3.453579 1.070003 0.00 -0.01 0.01 0.33
F -0.571022 -0.957638 -5.132057 0.10 0.04 0.02 -0.28
C -0.472205 0.022019 1.908565 0.10 -0.02 0.10 0.08
N -0.175497 -0.240332 3.196566 -0.17 -0.10 0.07 0.25
C 1.905327 -2.993120 -1.392280 0.30 -0.25 0.15 0.10
C -2.305713 1.098066 0.134579 -0.02 0.05 -0.09 -0.05
H 6.206163 -1.305990 -0.933422 0.00 -0.01 0.01 0.45
H -3.121411 -0.409864 -2.577506 0.00 0.01 0.00 0.63
H 2.490638 3.277677 -1.766345 0.00 0.00 0.00 0.53
C 1.079967 4.076367 0.500854 0.01 0.03 0.03 -0.85
F -4.096471 -1.796084 -0.448075 -0.04 -0.12 0.07 -0.23
C 3.499648 -0.734337 0.959954 -0.04 -0.03 -0.12 0.26
C -3.077150 0.252367 -1.731240 0.03 0.05 -0.02 -0.78
H -4.736029 2.526021 1.238365 -0.01 0.00 0.00 0.30
C 4.239192 -2.112649 -1.236171 -0.14 0.00 -0.04 -0.97
H 4.469260 -2.713929 -2.103177 0.04 0.01 0.00 0.51
F 1.233638 -0.596979 -3.727735 0.06 -0.33 -0.34 -0.33
H 0.109249 4.306807 0.931404 0.00 0.00 0.01 0.35
C 4.820003 -0.641666 0.560360 0.10 0.00 -0.03 -0.84
F -2.963014 -1.650842 1.394020 0.02 -0.06 -0.04 -0.24
H 5.529241 -0.052065 1.122145 0.01 -0.01 -0.01 0.44
H -4.783335 1.666192 -1.838685 0.00 0.00 0.00 0.55
```
Positions in Å, forces in eV/Å.

Summary:
HOMO level (alpha / beta), eV: -12.250 / -12.217
Multiplicity: 2
Frontier orbital gap (alpha / beta), eV: 9.02 / 6.22
Lowest unoccupied orbital energy (alpha / beta), eV: -3.2 / -6.0
Charge: +1

***

The following is a quantum chemistry calculation of a structure of composition C57H50GeIrN4O3PS in a non-equilibrium geometry, from the OMol25 dataset.

XYZ file:
```
118
Properties=species:S:1:pos:R:3:forces:R:3:mulliken_charge:R:1
Ge 3.632442 0.089825 -1.261095 -0.20 0.04 0.03 1.54
C 0.369342 1.618325 0.639505 0.18 0.16 0.34 1.02
H 2.105842 -0.045175 3.658005 0.05 -0.05 0.14 0.37
H -3.755758 -5.363375 -1.130995 -0.03 -0.05 0.04 0.46
H 3.581242 2.757025 0.065505 -0.07 0.09 0.03 0.33
O -0.993958 -1.718375 -0.552295 1.03 1.74 0.65 -0.32
H -4.645358 0.691325 -2.421895 0.12 -0.14 0.12 0.56
H -6.628658 1.925225 -1.607095 -0.03 0.00 -0.08 0.46
H 2.676742 0.315325 -4.114695 -0.09 -0.02 -0.07 0.50
C 2.482742 5.635725 -1.947595 -0.04 -0.05 0.01 -0.65
C 4.181142 -1.763575 -1.715295 -0.11 0.76 0.22 0.06
C -3.510458 -3.603775 -2.320395 -0.20 0.00 -0.08 -0.48
C 5.191742 0.044225 1.270705 0.01 -0.15 -0.22 0.03
H 3.145442 6.449525 -2.200895 0.09 0.05 -0.04 0.43
H 5.375642 -1.173275 -3.389995 0.03 0.01 -0.08 0.37
H -5.496658 -4.159875 3.427605 -0.03 0.01 0.07 0.42
C -2.409758 0.672225 7.416705 0.18 -0.04 0.20 -0.59
C -5.002958 -3.870775 2.511005 0.00 -0.04 0.10 -0.54
H 2.078842 6.381225 0.025805 0.06 0.01 0.03 0.44
C -5.637358 2.248725 -1.329595 -0.17 0.14 -0.10 -0.66
H 5.428542 -0.978875 1.001905 0.03 -0.05 0.02 0.45
H 6.137342 3.798425 -3.673995 0.03 0.06 -0.03 0.42
C 1.354742 3.604725 -2.548195 -0.29 -0.13 0.14 -0.34
H -4.239758 -1.145075 -0.865995 0.28 -0.10 -0.01 0.40
C -3.938558 -3.863475 -4.671295 0.04 0.03 -0.11 -0.91
H -3.954158 4.619225 0.408705 0.05 0.01 0.05 0.42
Ir -1.844158 0.255625 -0.914595 -1.31 1.50 -1.38 0.75
C -0.754558 -0.320875 5.420205 -0.37 -0.02 -0.44 -0.13
C -3.820058 -4.941675 -2.123695 0.03 0.07 -0.04 -0.19
H -6.824058 -3.373075 1.498705 -0.10 0.00 0.02 0.42
C -3.625558 -3.951575 2.407005 -0.03 -0.05 0.09 -0.95
C -5.445158 3.370925 -0.528395 1.22 0.06 0.08 -0.52
C -2.812658 0.715425 6.102305 0.10 -0.14 -0.47 -0.57
H -0.838358 0.124725 8.777905 0.02 -0.01 0.09 0.40
C -2.201058 -0.192275 2.577405 -0.29 -0.58 -0.76 0.00
H 2.704142 4.648425 -3.835195 0.05 -0.04 -0.04 0.48
C 0.084842 2.046725 1.938405 0.17 0.09 -0.44 -0.67
C -1.167258 0.148425 7.750805 0.01 0.03 -0.13 -0.54
C 5.367842 3.044825 -3.771995 0.11 0.12 -0.04 -0.59
H 0.579242 4.521525 0.612805 0.02 0.06 0.13 0.23
C 3.424442 1.093125 -4.015495 -0.13 -0.16 0.10 -0.32
H 4.329942 3.670725 2.227405 -0.01 0.07 0.02 0.43
C 4.574842 2.652225 1.959705 -0.07 0.16 0.03 -0.72
H 3.222742 1.750025 -6.040895 -0.03 0.00 -0.07 0.39
C 3.705442 -2.844775 -0.984395 -0.09 0.11 0.10 0.19
C -4.256358 -5.194675 -4.470995 -0.02 -0.11 -0.03 -0.46
S -3.267258 0.253925 1.316005 0.46 -0.16 0.13 -0.52
C -5.116258 -3.075375 0.254405 0.07 -0.10 0.06 0.04
H 1.243042 -0.895075 -1.111395 -0.01 -0.01 -0.08 0.65
C -3.560858 -3.071375 -3.603495 0.01 0.03 0.14 -0.37
H -3.365458 0.869925 3.747305 0.24 -0.05 -0.17 0.22
C -3.083858 2.968525 -0.644995 0.92 -0.61 -0.43 0.34
H 1.159942 2.825025 -3.270295 -0.09 -0.08 -0.07 0.42
C 4.990142 -2.008075 -2.818395 0.03 0.22 -0.03 -0.68
H -0.092358 -0.731475 4.678405 0.04 0.03 -0.04 0.48
H 2.511442 -0.892675 1.390105 0.10 0.01 0.02 -0.15
C 4.451242 0.826125 0.394205 -0.05 -0.30 -0.74 -0.16
C -4.138158 3.747725 -0.202595 -1.38 0.19 -0.13 -0.73
H -0.638158 2.837125 2.093805 -0.08 0.04 0.04 0.42
H 1.179642 0.775225 -1.675595 0.21 -0.33 -0.14 0.48
H 3.068842 -2.677375 -0.125595 -0.10 -0.04 0.07 0.12
C 1.882142 5.599525 -0.695795 0.08 0.19 0.02 -0.95
C 1.635742 0.109425 -0.938295 0.74 0.01 -0.32 -1.40
H -4.440358 -6.769875 -3.033995 -0.01 -0.12 0.01 0.41
C -1.999158 0.214425 5.072505 0.48 -0.16 1.10 0.60
C -1.518858 -2.776075 -1.018895 -1.30 -0.12 -0.52 -1.23
H -1.918958 -3.702075 1.152705 0.14 0.00 -0.04 0.67
C 0.724442 1.474625 3.020205 0.07 -0.13 0.17 -0.49
H -3.297258 -2.035675 -3.759895 -0.02 0.07 0.00 0.43
C -4.541258 1.545225 -1.766095 0.69 0.20 0.18 -0.55
H -3.978658 -3.439575 -5.663895 0.01 0.03 -0.10 0.41
N -3.274458 1.865425 -1.405195 0.07 -0.51 1.16 -0.04
H -6.283158 3.944025 -0.166995 -0.09 0.08 0.06 0.43
H 0.512742 1.828225 4.019705 0.03 0.03 0.08 0.54
H 6.174942 -0.064875 3.170005 0.06 -0.05 0.04 0.42
C 0.724642 3.581125 -1.309395 -0.09 -0.29 -0.15 0.76
C 1.021842 4.569525 -0.373595 -0.10 -0.11 -0.07 -0.25
N -1.207058 -1.088375 2.351305 -0.40 0.98 0.60 0.12
C 4.155642 2.138325 0.747205 -0.04 0.01 -0.22 0.00
H -3.067658 1.048625 8.186705 -0.03 0.04 0.04 0.39
C 2.228742 4.628825 -2.865195 0.16 0.24 -0.06 -0.52
C -3.731558 -3.163475 0.140505 -0.01 0.15 0.09 -0.85
C 5.294042 1.855925 2.834705 0.04 0.01 0.09 -0.56
C -2.990558 -3.607675 1.225505 -0.09 -0.02 -0.10 -0.12
C -0.351158 -0.336975 6.740605 -0.05 0.02 0.36 -0.88
H 3.631542 -4.966775 -0.774395 -0.06 -0.09 0.00 0.42
C 1.856242 -0.044175 1.536005 -0.26 -0.06 0.40 0.34
H -3.038058 -4.286575 3.249305 0.05 -0.04 0.07 0.47
N -2.503558 0.337425 3.789305 -0.11 0.05 -0.63 0.42
C -5.748158 -3.432375 1.428905 -0.12 0.04 0.02 -1.12
C 1.279642 0.563025 0.432705 -0.24 0.40 0.08 0.83
H 5.573942 2.369525 -1.750695 0.05 0.07 0.04 0.36
H -4.532958 -5.817575 -5.307895 -0.08 -0.06 -0.08 0.40
C 1.601642 0.414225 2.820505 0.09 0.08 -0.04 -1.97
C 4.705342 2.873725 -4.975295 0.08 0.08 -0.10 -0.58
O -0.943758 -3.803375 -1.297195 0.13 -0.35 0.12 -0.73
H 5.004742 -5.383075 -2.794095 0.03 -0.09 0.02 0.38
H -1.113358 -1.353975 1.372005 0.03 0.04 -0.16 -0.26
C 4.012842 -4.140675 -1.356195 -0.04 -0.13 0.06 -0.84
C -4.196458 -5.730775 -3.195795 0.02 -0.10 -0.01 -0.95
C 4.072242 1.264025 -2.797795 -0.05 -0.43 0.62 -0.01
C 5.051542 2.242725 -2.690195 0.01 -0.08 0.18 -0.42
H -1.603058 4.168025 0.094505 -0.09 -0.11 -0.13 0.36
H -5.704658 -2.749175 -0.592095 -0.08 0.00 -0.13 0.48
H 4.956742 3.494325 -5.822495 0.02 0.07 -0.09 0.39
P -0.487058 2.261425 -0.844895 -0.38 -2.08 0.47 -0.06
C 5.611142 0.554425 2.486705 0.04 -0.04 0.14 -0.76
C 3.733342 1.894425 -5.099195 -0.06 0.01 -0.13 -0.61
H 0.622942 -0.735675 6.983405 0.06 -0.07 0.01 0.40
C -3.103058 -2.723775 -1.163695 0.84 -0.39 -0.14 3.37
H -0.317258 -0.943575 2.815905 -0.22 -0.11 0.01 0.13
H 5.908242 -3.472675 -4.073495 0.02 -0.04 -0.04 0.42
H -3.778458 1.128525 5.845805 -0.11 0.05 -0.01 0.38
O -3.504158 -1.374675 -1.456195 -0.17 0.04 0.07 -0.48
N -1.767458 3.258225 -0.318095 -0.53 0.55 0.18 0.28
C 5.289942 -3.302975 -3.202495 0.07 -0.05 -0.11 -0.65
H 5.609442 2.250325 3.787705 0.05 0.06 0.13 0.41
C 4.790642 -4.372475 -2.477995 0.08 -0.05 -0.03 -0.48
```
Positions in Å, forces in eV/Å.

Summary:
HOMO level (alpha / beta), eV: -6.195 / -5.981
Frontier orbital gap (alpha / beta), eV: 6.39 / 6.19
Lowest unoccupied orbital energy (alpha / beta), eV: 0.2 / 0.2
Charge: 0

***

What are the ΔE to the lowest compared entry with this formula, charge and spin values for these records? In order: 80.4; 51.0 kJ/mol.